DFT (ωB97M-V/def2-TZVPD) results for a 3-piece molecular cluster, C21H49O2P overall at a distorted geometry.

```
73
Properties=species:S:1:pos:R:3:mulliken_charge:R:1
C 4.573 -2.173 4.627 -0.91
C 3.604 -1.358 3.581 -0.58
C 2.954 -2.269 2.383 0.14
C 2.058 -1.212 1.446 -1.25
P 1.719 -3.610 2.971 0.19
C 0.421 -4.852 3.719 -0.86
C -0.539 -4.019 4.807 -0.44
C 0.179 -3.924 6.315 -0.60
C 0.647 -2.394 6.708 0.02
O -0.536 -1.562 7.014 -0.31
C -0.095 -0.151 6.809 0.24
O -0.930 0.753 6.230 -0.49
H 5.231 -2.901 3.990 0.28
H 5.229 -1.461 5.324 0.32
H 3.948 -2.842 5.392 0.19
H 4.305 -0.554 3.044 0.40
H 2.740 -0.739 4.094 0.15
H 3.772 -2.799 1.714 0.43
H 2.693 -0.204 1.432 0.38
H 1.916 -1.680 0.378 0.20
H 1.038 -0.924 1.978 0.25
H 0.621 -3.058 2.163 -0.02
H 2.495 -4.687 2.376 -0.01
H 2.003 -3.215 4.327 -0.20
H 0.932 -5.706 4.353 0.40
H -0.285 -5.312 2.890 0.34
H -1.525 -4.657 4.954 0.31
H -0.719 -2.967 4.324 0.25
H -0.532 -4.418 7.134 0.36
H 1.186 -4.553 6.199 0.28
H 1.321 -1.870 5.901 -0.03
H 1.303 -2.460 7.691 0.24
H 0.995 0.176 7.139 0.31
C 0.597 0.731 -1.417 -0.89
C 0.412 -0.509 -2.277 -0.35
C 1.446 -0.630 -3.400 -0.77
C 1.425 0.498 -4.438 -0.85
C 0.091 0.705 -5.158 0.46
C -0.346 -0.500 -5.976 -1.41
H 0.460 1.649 -1.996 0.09
H -0.140 0.739 -0.607 0.33
H 1.594 0.750 -0.967 0.32
H -0.604 -0.524 -2.688 0.27
H 0.496 -1.393 -1.634 0.30
H 1.304 -1.592 -3.905 0.32
H 2.448 -0.669 -2.955 0.39
H 2.203 0.292 -5.185 0.39
H 1.714 1.440 -3.957 0.32
H 0.191 1.564 -5.831 0.46
H -0.695 0.967 -4.441 -0.41
H 0.410 -0.759 -6.724 0.31
H -1.280 -0.278 -6.503 0.42
H -0.523 -1.375 -5.345 0.29
C -1.877 3.734 -1.375 -1.27
C -2.627 2.965 -2.451 -0.30
C -2.338 3.466 -3.869 -0.35
C -2.748 4.915 -4.151 -0.96
C -4.226 5.238 -3.918 -0.41
C -5.164 4.451 -4.820 -1.18
H -2.177 4.785 -1.345 0.39
H -2.088 3.302 -0.390 0.35
H -0.797 3.685 -1.541 0.25
H -3.703 2.998 -2.245 0.39
H -2.335 1.910 -2.391 0.14
H -2.835 2.800 -4.584 0.42
H -1.262 3.368 -4.066 0.24
H -2.495 5.147 -5.194 0.40
H -2.140 5.591 -3.538 0.34
H -4.380 6.307 -4.106 0.38
H -4.495 5.068 -2.871 0.24
H -4.937 4.634 -5.875 0.29
H -6.200 4.756 -4.641 0.38
H -5.098 3.376 -4.632 0.28
```

Output
energy relative to the best compared isomer or geometry (same formula, charge and spin): 2.794 eV
E_tot: -35948.2460 eV
E_HOMO: -8.25 eV
SMILES: CC[C@H](C)[PH3]CCCCOC=O.CCCCCC.CCCCCC
LUMO energy: 0.36 eV

---

DFT (ωB97M-V/def2-TZVPD) results for C39H54B2F4N7O2Ru as an isolated structure at a distorted geometry.

```
109
Properties=species:S:1:pos:R:3:mulliken_charge:R:1
Ru -0.059 0.063 0.193 1.93
C -3.604 0.509 -4.159 -1.49
C -2.439 1.001 -3.380 0.23
C -1.778 2.206 -3.523 -1.02
C -0.759 2.197 -2.566 -0.88
N -0.825 1.051 -1.891 1.02
N -1.830 0.316 -2.394 -0.37
B -2.026 -1.175 -2.050 -0.55
N -0.634 -1.854 -2.089 0.25
N 0.454 -1.312 -1.520 1.01
C 1.487 -2.139 -1.673 -0.57
C 1.052 -3.244 -2.402 -0.78
C -0.297 -3.036 -2.639 0.59
C -1.236 -3.944 -3.337 -1.59
C 2.871 -1.872 -1.154 2.73
C 3.786 -1.568 -2.351 -1.99
C 2.873 -0.672 -0.204 -2.12
C 3.376 -3.102 -0.392 -1.93
N -2.670 -1.300 -0.652 0.54
N -2.120 -0.755 0.437 0.43
C -2.831 -1.105 1.511 -1.17
C -3.911 -1.874 1.082 -0.64
C -3.772 -1.987 -0.296 0.59
C -4.656 -2.706 -1.246 -1.52
C -2.516 -0.650 2.910 2.72
C -3.207 -1.578 3.917 -2.10
C -1.010 -0.681 3.185 -0.68
C -3.040 0.783 3.082 -1.49
C 0.265 3.279 -2.344 2.78
C -0.366 4.369 -1.467 -1.52
C 0.664 3.906 -3.687 -2.20
C 1.517 2.697 -1.681 -0.71
H -3.942 1.297 -4.826 0.42
H -3.335 -0.362 -4.753 0.26
H -4.419 0.234 -3.494 0.22
H -2.008 2.982 -4.223 0.51
H -2.716 -1.679 -2.859 -0.12
H 1.628 -4.097 -2.690 0.57
H -0.683 -4.754 -3.804 0.45
H -1.922 -4.367 -2.606 0.20
H -1.808 -3.417 -4.098 0.26
H 3.436 -0.681 -2.876 0.38
H 4.805 -1.399 -2.010 0.44
H 3.789 -2.399 -3.051 0.40
H 2.571 0.235 -0.735 -0.49
H 2.207 -0.857 0.657 0.09
H 3.878 -0.518 0.185 1.04
H 3.443 -3.969 -1.041 0.41
H 4.362 -2.903 0.022 0.46
H 2.693 -3.346 0.417 0.33
H -4.681 -2.317 1.681 0.51
H -5.580 -2.993 -0.750 0.44
H -4.885 -2.075 -2.101 0.20
H -4.167 -3.610 -1.606 0.25
H -2.899 -2.608 3.750 0.43
H -2.933 -1.290 4.930 0.42
H -4.288 -1.511 3.821 0.39
H -0.653 -1.708 3.229 0.20
H -0.449 -0.152 2.383 -0.44
H -0.795 -0.187 4.133 0.60
H -4.103 0.829 2.859 0.39
H -2.890 1.107 4.110 0.45
H -2.511 1.459 2.411 0.11
H -1.225 4.813 -1.968 0.44
H -0.705 3.938 -0.531 0.12
H 0.353 5.161 -1.261 0.43
H -0.170 4.448 -4.125 0.39
H 1.483 4.606 -3.530 0.47
H 1.000 3.147 -4.391 0.43
H 1.226 1.995 -0.892 -0.34
H 2.114 2.164 -2.419 0.41
H 2.125 3.488 -1.246 0.51
F 0.176 -2.332 0.990 0.03
B -0.333 -3.697 1.047 -0.20
F -1.406 -3.759 0.189 -0.24
F 0.675 -4.530 0.650 -0.34
F -0.707 -3.933 2.341 -0.33
C 6.810 0.737 4.129 -1.57
C 5.703 1.721 4.361 1.07
C 5.414 2.157 5.650 -0.87
C 4.335 2.990 5.892 -1.01
C 3.516 3.375 4.857 -0.72
C 3.805 2.970 3.553 0.32
N 2.934 3.250 2.513 0.02
C 1.936 4.192 2.564 -0.02
C 2.189 5.488 3.036 -0.13
C 1.188 6.435 3.057 -0.63
C -0.089 6.116 2.612 -1.02
C -0.347 4.853 2.117 -0.37
C 0.652 3.885 2.070 0.01
C 0.332 2.546 1.506 1.40
O -0.801 2.323 1.036 -1.04
O 1.228 1.642 1.469 -1.17
C 4.935 2.176 3.291 0.65
C 5.286 1.838 1.872 -1.52
H 7.151 0.305 5.066 0.40
H 7.661 1.210 3.639 0.33
H 6.462 -0.071 3.488 0.29
H 6.022 1.821 6.475 0.38
H 4.099 3.294 6.899 0.39
H 2.621 3.948 5.044 0.48
H 2.668 2.431 1.948 0.14
H 3.184 5.739 3.375 0.60
H 1.401 7.435 3.407 0.41
H -0.878 6.849 2.673 0.43
H -1.328 4.588 1.756 0.53
H 4.905 2.602 1.198 0.49
H 4.857 0.879 1.578 0.18
H 6.365 1.782 1.747 0.49
```

Output
spin multiplicity: 2
E_tot: -70658.5602 eV
E_HOMO (spin up / spin down): -7.52 / -7.52 eV
LUMO energy (spin up / spin down): -2.63 / -2.41 eV

---

DFT (ωB97M-V/def2-TZVPD) results for C19H14ClPSSeV as an isolated structure at a distorted geometry.

```
38
Properties=species:S:1:pos:R:3:mulliken_charge:R:1
V 0.344 -0.460 0.420 -0.11
Cl -0.814 -1.572 -1.167 -0.13
C 0.599 -2.489 -1.844 1.08
C 0.347 -3.755 -2.301 -0.91
C 1.427 -4.446 -2.836 -0.44
C 2.691 -3.867 -2.878 -0.88
C 2.899 -2.582 -2.390 -0.09
C 1.836 -1.849 -1.870 -0.37
P 2.011 -0.144 -1.247 1.62
C 3.735 0.097 -0.839 0.20
C 4.489 1.045 -1.523 -0.27
C 5.844 1.179 -1.239 -0.77
C 6.439 0.365 -0.288 -0.48
C 5.692 -0.600 0.384 -0.89
C 4.342 -0.732 0.111 -0.14
C 1.525 0.949 -2.577 0.77
C 1.433 2.321 -2.325 -0.33
C 1.102 3.184 -3.354 -0.77
C 0.849 2.681 -4.629 -0.54
C 0.938 1.319 -4.878 -0.77
C 1.279 0.446 -3.852 -0.48
H -0.641 -4.194 -2.252 0.50
H 1.271 -5.448 -3.215 0.43
H 3.522 -4.422 -3.294 0.45
H 3.889 -2.138 -2.415 0.51
H 4.033 1.673 -2.278 0.42
H 6.434 1.915 -1.772 0.44
H 7.495 0.470 -0.075 0.42
H 6.169 -1.250 1.107 0.44
H 3.778 -1.511 0.608 0.47
H 1.642 2.725 -1.341 0.54
H 1.041 4.249 -3.167 0.44
H 0.583 3.359 -5.432 0.42
H 0.746 0.934 -5.871 0.44
H 1.359 -0.614 -4.057 0.36
S 2.150 -0.460 3.378 0.05
C 1.396 -0.446 2.102 0.34
Se -0.320 1.561 0.702 0.02
```

Output
spin multiplicity: 2
total charge: +2
E_tot: -143593.2283 eV
E_HOMO (spin up / spin down): -15.22 / -15.16 eV
LUMO energy (spin up / spin down): -8.68 / -8.48 eV

---

DFT (ωB97M-V/def2-TZVPD) results for a 2-piece molecular cluster, C4H5NO overall at a distorted geometry.

```
11
Properties=species:S:1:pos:R:3:mulliken_charge:R:1
C -1.830 0.255 0.478 -1.19
C -1.433 -0.980 0.257 0.88
O -1.088 -2.074 0.051 -0.34
C 1.940 -0.376 0.221 -0.88
C 1.364 0.490 -0.579 0.54
N 0.886 1.311 -1.356 -0.55
H -2.798 0.579 0.118 0.27
H -0.127 1.415 -1.261 0.36
H -1.220 0.897 1.101 0.38
H 2.038 -1.413 -0.081 0.28
H 2.331 -0.062 1.182 0.25
```

Output
energy relative to the best compared isomer or geometry (same formula, charge and spin): 2.383 eV
E_tot: -7764.1431 eV
E_HOMO: -9.22 eV
SMILES: C=C=N.C=C=O
LUMO energy: 0.77 eV

---

DFT (ωB97M-V/def2-TZVPD) results for a 3-piece molecular cluster, C5H7ClN2 overall at a distorted geometry.

```
15
Properties=species:S:1:pos:R:3:mulliken_charge:R:1
C -0.575 -1.670 0.744 -1.12
C -0.388 -0.382 0.119 0.48
C 0.661 0.550 0.208 0.00
C -0.548 1.317 -1.470 -0.45
C -1.135 0.189 -1.045 0.26
H -0.422 -2.571 -0.082 0.23
H 0.167 -2.033 1.526 0.27
H -1.547 -1.830 1.304 0.25
H 1.625 -0.799 1.837 0.28
H 1.517 1.888 1.876 0.26
H 1.336 2.125 -0.639 0.27
H -0.786 1.787 -2.597 0.23
N 1.838 0.679 0.985 -0.72
N 0.712 1.392 -0.812 -0.01
Cl -2.456 -0.642 -1.954 -0.22
```

Output
energy relative to the best compared isomer or geometry (same formula, charge and spin): 7.205 eV
E_tot: -20794.0623 eV
E_HOMO: -8.09 eV
LUMO energy: -0.84 eV

---

Which formula does entry 1 have?
C21H49O2P

---

The highest E_tot belongs to which entry?
C4H5NO